9
Properties=species:S:1:pos:R:3:forces:R:3 method="wB97M-V/def2-TZVPD" relative_energy_kcal_mol=75.5 orbital_gap_ev=10.29 homo_ha=-0.354
C -1.3284 0.9386 -0.0923 0.22 -1.44 0.29
C -0.7286 -0.2481 0.0381 3.76 0.80 -0.42
C 1.5288 -0.5218 0.1791 -4.03 1.02 -1.44
F -1.2380 -1.4630 -0.1569 -0.37 0.58 0.25
H -2.3593 1.1300 -0.2291 -1.33 -0.87 -0.29
H -0.9070 1.9044 -0.0128 1.51 0.36 0.31
H 1.6599 -0.4855 1.2897 0.31 0.25 -1.55
H 1.5610 -1.4543 -0.3674 -0.03 -0.64 0.79
H 1.8115 0.1997 -0.6483 -0.03 -0.06 2.05



14
Properties=species:S:1:pos:R:3:forces:R:3 method="wB97M-V/def2-TZVPD" relative_energy_kcal_mol=57.4 orbital_gap_ev="6.94 / 6.94" homo_ha="-0.251 / -0.251"
C -0.5267 0.0194 -0.4125 0.54 1.55 2.17
C 0.4097 -0.2269 0.7484 -0.93 -3.27 0.65
C -1.8032 0.7690 -0.0255 2.10 0.55 -0.98
N 2.3763 -1.1509 -2.2524 -0.05 -0.72 1.60
O -0.1203 -0.1548 -1.5089 -0.25 -0.51 -2.49
P 4.0148 -1.2916 -2.3209 0.18 -0.24 -0.19
H 0.3449 0.5569 1.4275 0.34 1.84 1.04
H 1.4380 -0.5085 0.4664 -0.60 0.30 0.04
H -0.0397 -1.0612 1.4182 0.74 0.85 -1.21
H -2.5125 0.7509 -0.8158 -0.93 -0.41 -0.33
H -1.4916 1.8351 0.0574 -0.11 -0.63 0.22
H -2.0488 0.3874 0.9256 -1.12 -0.15 1.02
H 1.8353 -1.9110 -1.6771 0.76 2.51 -1.79
H 2.0436 -0.1695 -2.3465 -0.66 -1.67 0.25



15
Properties=species:S:1:pos:R:3:forces:R:3 method="wB97M-V/def2-TZVPD" spin_multiplicity=3 relative_energy_kcal_mol=14.5 orbital_gap_ev="8.59 / 8.50" s2=2.020 homo_ha="-0.290 / -0.395"
C 1.4767 0.9551 1.4895 -0.25 -1.77 -1.15
C 1.1462 -0.1081 0.6843 2.19 -0.08 -2.43
C -0.1764 -0.1009 -0.1251 1.10 0.42 4.04
C -0.5731 1.3113 -0.5168 0.10 -0.53 -1.49
C -0.3192 -1.2694 -1.0589 -0.48 -2.46 1.37
N 1.6346 1.8604 2.1728 0.48 1.76 1.29
N -0.8145 -0.3503 1.1827 -2.95 0.10 -0.65
H 1.7589 -0.9976 0.5359 0.18 0.51 0.36
H -0.8897 1.9335 0.2808 -0.49 0.02 1.09
H -1.3677 1.2245 -1.2476 -0.24 0.25 -0.20
H 0.2443 1.8580 -0.9366 0.61 0.15 -0.73
H 0.1330 -1.1454 -2.0380 -0.40 -0.02 -0.16
H -1.4010 -1.5602 -0.9997 0.64 0.62 -1.10
H 0.0908 -2.2677 -0.5733 -0.10 2.14 -0.85
H -0.9430 -1.3433 1.1500 -0.39 -1.10 0.62



91
Properties=species:S:1:pos:R:3:forces:R:3 method="wB97M-V/def2-TZVPD" orbital_gap_ev=5.65 total_charge=+1 homo_ha=-0.390
C 6.4257 -2.8226 2.7963 0.00 0.03 0.05
O 5.1854 -2.2783 2.4029 -0.14 -0.02 0.02
C 5.2994 -1.3992 1.2945 -0.03 -0.08 0.13
C 3.9245 -1.2065 0.6586 0.13 0.06 -0.08
C 3.2128 0.1045 1.0293 -0.20 -0.09 0.11
C 2.1186 -0.0787 2.0811 0.07 -0.08 0.07
C 0.9500 -0.9672 1.6049 0.15 0.02 0.02
C -0.4457 -0.3263 1.7129 -0.10 -0.06 -0.06
C -1.5303 -1.2689 2.2525 0.06 -0.21 -0.07
C -2.9040 -1.0893 1.6046 0.19 0.05 0.11
C -3.8550 -2.2751 1.8393 -0.10 0.17 0.03
C -4.0080 -3.2192 0.6292 0.04 0.10 0.00
C -3.5384 -4.6280 0.8223 -0.20 0.05 -0.09
C -2.4936 -5.0120 1.6248 0.36 0.11 0.32
C -2.1168 -6.3550 1.6976 0.12 -0.01 0.07
N -2.7234 -7.3110 1.0309 0.06 -0.12 0.06
N -3.7254 -6.9145 0.2828 -0.06 0.03 -0.05
C -4.1572 -5.6718 0.1415 -0.23 -0.04 -0.22
H 7.1965 -2.0500 2.8877 0.00 0.01 0.00
H 6.7633 -3.5797 2.0788 0.05 0.05 0.00
H 6.2888 -3.2904 3.7698 -0.02 -0.01 -0.04
H 5.6938 -0.4388 1.6502 0.14 0.00 -0.12
H 6.0110 -1.8196 0.5731 -0.02 0.01 -0.02
H 4.0258 -1.2641 -0.4266 0.04 -0.03 0.03
H 3.3346 -2.0733 0.9667 -0.08 0.03 -0.10
H 3.9434 0.8230 1.4079 0.02 0.03 -0.09
H 2.7641 0.5500 0.1362 0.02 0.02 0.00
H 2.5748 -0.5237 2.9702 -0.04 0.07 0.02
H 1.7363 0.8991 2.3830 0.03 0.01 -0.02
H 0.9640 -1.9067 2.1643 -0.02 0.02 0.01
H 1.1311 -1.2396 0.5601 -0.06 -0.07 0.04
H -0.7624 -0.0037 0.7163 0.08 0.19 0.07
H -0.3865 0.5640 2.3410 -0.10 0.03 -0.06
H -1.1930 -2.3012 2.0849 -0.01 0.03 -0.04
H -1.6284 -1.1527 3.3358 0.04 -0.11 0.00
H -3.3602 -0.1751 1.9857 0.01 0.01 -0.04
H -2.7542 -0.9360 0.5316 -0.14 0.03 -0.01
H -3.5234 -2.8303 2.7214 -0.07 0.01 0.00
H -4.8476 -1.8979 2.0864 0.01 -0.05 0.01
H -5.0490 -3.2484 0.3010 0.04 -0.02 -0.03
H -3.4406 -2.8181 -0.2184 -0.03 -0.02 0.01
H -1.9488 -4.2818 2.2109 -0.01 -0.04 -0.03
H -1.2888 -6.6735 2.3173 -0.04 -0.04 -0.03
H -4.1862 -7.6686 -0.2158 0.00 -0.03 -0.01
H -5.0017 -5.5268 -0.5206 0.02 -0.04 0.01
C 4.7938 -1.2464 -8.4847 0.07 0.07 -0.04
O 4.6244 -0.4809 -7.3137 -0.10 -0.14 0.11
C 3.4126 0.2481 -7.3005 0.06 0.04 -0.09
C 2.9892 0.5650 -5.8866 0.01 0.13 0.00
O 2.4431 -0.5409 -5.1853 -0.08 0.00 0.01
C 3.3553 -1.4908 -4.6682 0.03 -0.13 0.00
C 4.0370 -1.0566 -3.3920 0.09 -0.05 0.08
O 5.0637 -0.1213 -3.6492 -0.16 0.13 -0.08
C 5.3614 0.6809 -2.5308 0.07 -0.08 0.03
H 4.8699 -0.6124 -9.3752 -0.02 0.00 0.00
H 5.7188 -1.8081 -8.3737 0.01 0.01 -0.01
H 3.9637 -1.9488 -8.6235 -0.01 0.01 0.00
H 2.6178 -0.3234 -7.7955 -0.01 -0.02 0.01
H 3.5429 1.1943 -7.8441 -0.03 -0.02 -0.05
H 2.1754 1.2907 -5.9449 0.02 0.02 0.02
H 3.8157 1.0175 -5.3337 0.03 -0.06 -0.03
H 4.0966 -1.7867 -5.4138 0.02 0.08 0.02
H 2.7436 -2.3635 -4.4259 0.03 -0.03 -0.03
H 4.4642 -1.9465 -2.9051 -0.03 0.01 0.06
H 3.2860 -0.6232 -2.7169 -0.01 0.02 -0.01
H 4.4720 1.2213 -2.1846 0.00 -0.01 0.03
H 6.1175 1.4020 -2.8327 0.02 -0.02 -0.01
H 5.7552 0.0791 -1.7018 0.00 0.03 0.02
C -4.4147 2.2943 0.6942 -0.09 -0.01 0.01
O -4.8234 3.2713 1.6145 0.17 0.11 0.00
C -4.4135 2.9841 2.9388 -0.06 -0.11 -0.01
C -4.2952 4.2422 3.7660 -0.10 0.00 0.10
O -3.1365 5.0017 3.4867 0.08 -0.03 0.02
C -3.1590 5.8259 2.3330 0.05 0.04 -0.11
C -3.9408 7.1057 2.5056 -0.04 0.08 -0.06
O -5.3323 6.8560 2.4551 0.03 -0.11 0.16
C -6.0920 7.8615 3.0873 -0.03 0.04 -0.09
H -4.8872 1.3244 0.9046 0.02 -0.01 -0.03
H -4.7180 2.6246 -0.2973 -0.03 0.00 0.00
H -3.3244 2.1677 0.7084 -0.01 -0.03 0.00
H -3.4412 2.4729 2.9321 0.02 0.02 -0.01
H -5.1503 2.3196 3.4140 0.04 -0.05 0.00
H -4.1855 3.9321 4.8077 -0.05 0.02 0.01
H -5.2037 4.8424 3.6793 0.02 -0.01 -0.08
H -3.5159 5.2784 1.4573 -0.06 0.02 0.04
H -2.1156 6.1005 2.1657 0.00 -0.02 -0.03
H -3.6583 7.7977 1.6999 0.01 0.05 0.04
H -3.6695 7.5667 3.4631 0.00 -0.01 0.02
H -5.7902 7.9890 4.1330 0.01 0.00 0.00
H -7.1339 7.5501 3.0543 0.00 0.01 -0.01
H -5.9941 8.8249 2.5740 0.02 0.00 0.01



The records above yield calculated total energy values of -5905.355; -16064.564; -8289.815; -46192.366 eV, respectively.